1.
Computed, not measured: a structure of composition C40H42MoNOP2 at a distorted geometry, with wB97M-V/def2-TZVPD.

Summary:
gap between HOMO and LUMO (spin up / spin down) = 6.5 / 4.1 eV
HOMO (spin up / spin down) = -0.44329 / -0.44326 hartree
molecular weight = 710.7 g/mol
DFT total energy = -2429.496316 hartree
E_LUMO (spin up / spin down) = -5.57 / -7.94 eV

Geometry as ORCA input:
```
! wB97M-V def2-TZVPD RIJCOSX def2/J DEFGRID3
* xyz 2 4
H -2.5355 -1.9181 -5.9827
H -3.5459 -3.7304 -7.2933
C 1.2109 0.4472 5.0291
C -0.7450 -5.3556 -6.1997
H -0.3771 1.6647 -5.4013
C -1.4557 -0.0798 5.0456
C -2.4201 -2.2181 -0.1144
N 0.6278 -2.0418 8.1731
H 0.7679 -4.4853 -4.9159
H -2.1770 1.6178 1.2621
H 0.3704 4.7875 -2.2409
C -1.5467 2.4738 5.2822
C 1.8284 1.8956 -3.2692
H 1.9330 0.2768 10.9855
C 1.5667 -0.3728 10.1897
C -1.0637 -2.0976 -2.5560
H 2.6346 -2.3773 7.6426
H -2.8349 1.0464 6.2887
H 2.8021 0.3856 -9.2594
C 3.2372 3.0203 -1.6539
H 2.4911 4.9186 -0.9282
C -2.7647 -3.0896 -1.1543
C 0.8649 2.9008 -3.1400
C -0.0705 0.7124 -4.9604
H 3.8720 4.0676 -7.2727
H -2.4092 -5.9512 -7.4567
C -2.2286 1.9613 2.3115
H 3.1299 3.1147 -5.1040
C -2.0447 -2.8884 -6.0017
H -1.1146 -0.6088 0.5157
H 3.7051 2.7110 -9.3615
H -2.8764 2.8553 2.2661
H 4.1611 3.0675 -1.0757
Mo -0.0767 0.4806 3.4611
C -2.6061 -3.9131 -6.7676
H -0.5534 -0.0807 10.6245
H -1.3146 -1.6601 8.8735
H 1.7488 1.3636 5.2941
C -2.0682 -0.2080 3.7688
C -0.2555 -1.4387 9.0311
H -2.5091 2.9000 4.9430
C 3.4647 3.0535 -7.2358
C -0.8707 -3.1155 -5.2713
C -0.1881 -4.3417 -5.4205
P -0.1425 -1.8727 -4.1391
H 1.8531 -0.1416 4.3366
H 3.5367 -0.9038 9.4446
H -0.0741 2.8480 -3.6918
C 0.1921 -0.5811 10.0138
H -1.2022 3.1749 6.0644
C 1.9841 -1.8662 8.3500
C -2.9520 0.8635 3.1592
H 0.1099 -0.5145 -1.6537
H 1.0297 -0.1773 5.9124
C 3.0322 2.5218 -6.0146
H -3.5985 1.3382 3.9145
C -0.5091 2.4658 4.1711
H -1.9704 -0.3370 -4.9931
H -2.3378 -3.7397 -3.1744
H 0.4511 2.9481 4.4066
H -0.2286 -6.3121 -6.2943
C 2.2998 4.0582 -1.5687
C -1.3865 -1.2896 -0.2934
H -2.1753 -1.2251 3.3611
C 3.0009 1.9278 -2.4836
C -1.9653 -5.1520 -6.8605
C 2.4561 1.2451 -5.9645
C 2.4183 0.4624 -7.1353
H 3.7153 1.1039 -2.5461
O 0.1780 -2.7106 7.1499
H 2.0196 -0.5521 -7.0872
C -0.7000 -1.2333 -1.5042
H -2.9522 -2.2626 0.8367
C -0.8984 -0.3579 -4.7845
C -2.0775 -3.0470 -2.3712
P 1.6570 0.5131 -4.4540
H -1.1865 1.0137 6.8706
C -0.8532 2.3526 2.7929
H -3.5740 -3.8084 -1.0204
C 3.3740 2.2933 -8.4074
C 1.1126 3.9921 -2.3053
C 2.4572 -1.0252 9.3446
H -3.6528 0.3536 2.4743
H -0.1800 2.8066 2.0533
C 2.8609 0.9884 -8.3504
C -1.7822 1.0855 5.9454
H -1.1037 -0.9971 5.5445
*
```


2.
Computed, not measured: the ion C40H42N2P with charge +1 at a distorted geometry, with wB97M-V/def2-TZVPD.

Summary:
gap between HOMO and LUMO = 6.6 eV
HOMO = -0.33824 hartree
molecular weight = 581.8 g/mol
DFT total energy = -2000.017747 hartree
E_LUMO = -2.61 eV

Geometry as ORCA input:
```
! wB97M-V def2-TZVPD RIJCOSX def2/J DEFGRID3
* xyz 1 1
H 0.8327 -5.8500 1.3686
H 1.2396 -2.6554 -1.3912
C 2.8932 0.3860 6.4228
C -2.4095 -1.3125 -3.0711
C -3.5306 -1.7047 -5.1663
C -4.2988 -0.3359 -1.8002
C 1.7822 4.7004 0.7557
H 2.7499 4.2529 0.4981
C 0.4971 -3.7437 0.9824
N 0.3913 5.8603 -0.8037
C 1.9304 -1.8139 -1.2341
C 3.9534 -0.6744 -1.9019
C 0.6440 3.8462 0.2691
H -6.3814 -1.4497 -3.5072
C -1.0731 -6.4685 3.1320
H -3.4315 -1.0344 -6.0349
H 2.9487 -1.8779 4.9535
H 0.7318 1.9286 1.2749
C -2.1541 -1.8580 -4.4479
H -1.8321 -2.8908 -4.5586
C -1.5422 -0.8216 -2.1122
C -0.7649 -5.1036 2.5431
H -0.9034 7.4677 -1.2993
C -1.4798 -3.9533 2.9232
C 2.8788 -1.5304 -2.2002
H -2.2610 2.3619 -1.8637
C 2.3713 -1.0858 4.4843
C -1.2172 4.1066 -1.3378
C 3.9815 0.0810 -0.7166
H -2.2337 -4.0440 3.7080
C -0.7908 1.9120 -0.2409
C -5.8277 -0.8641 -4.2616
H 3.1182 -0.5649 6.9200
C -0.0960 6.8595 -1.7276
C -1.4756 2.7477 -1.2118
H 2.9670 0.5455 1.1103
C 1.5522 6.0748 0.0415
C 0.7319 0.8258 3.2933
H 2.1120 -2.2762 2.7323
H 1.7935 4.7943 1.8333
C 0.9899 -0.3858 2.5993
H 4.9101 0.1486 -3.6450
H 5.0466 -1.6032 -3.4452
C -3.7810 -0.9749 -2.9369
H 0.0358 1.5743 2.8817
P 0.4064 -0.9034 0.9104
C 1.8606 -1.3211 3.2210
H -1.8155 4.7351 -1.9917
C 0.2186 2.5589 0.5394
H -1.2109 0.3188 1.1776
H -3.9338 -2.6603 -5.5252
H 2.8071 -1.9626 -3.1864
H -0.4913 -0.9473 -2.2626
H -3.8262 0.4664 0.1213
H -1.8771 -1.8643 2.5638
N -4.4118 -1.1544 -4.1058
C -1.0937 0.5190 0.0317
H 3.8501 0.8963 6.2450
C 0.2440 -4.9580 1.6107
C 1.3666 1.0970 4.5315
H 2.3190 1.0014 7.1183
H -2.1338 -6.7593 3.0661
C -3.4121 0.0050 -0.7917
C 2.1719 0.1194 5.1388
H -0.5068 6.3714 -2.6017
H 4.7890 0.7951 -0.4709
C -0.0974 4.6155 -0.6802
H 6.0405 -0.5138 -2.4427
H 2.4286 6.3405 -0.5799
C -1.2572 -2.7274 2.2853
H 0.7184 7.5127 -2.0392
H -5.3710 -0.0468 -1.8037
H -0.4963 -7.2499 2.6020
H -0.7968 -6.5390 4.1992
C 2.9439 -0.0680 0.1957
H -6.0533 0.2018 -4.0693
H -6.1514 -1.1355 -5.2732
C 1.8865 -0.9743 -0.0815
C 5.0577 -0.6478 -2.9040
C -2.0051 -0.1371 -0.9435
H -1.4178 -1.2492 -4.9445
H 1.3966 6.8785 0.7656
H 1.2209 2.0594 5.0182
H 1.2814 -3.6974 0.2378
C -0.2470 -2.5718 1.3067
*
```


3.
Computed, not measured: a structure of composition C40H42N6O6S2SeW, with wB97M-V/def2-TZVPD.

Summary:
gap between HOMO and LUMO (spin up / spin down) = 6.4 / 7.3 eV
HOMO (spin up / spin down) = -0.25532 / -0.29354 hartree
molecular weight = 1029.7 g/mol
DFT total energy = -5594.500591 hartree
E_LUMO (spin up / spin down) = -0.53 / -0.68 eV

Geometry as ORCA input:
```
! wB97M-V def2-TZVPD RIJCOSX def2/J DEFGRID3
* xyz 0 3
H -1.0489 4.3601 0.6292
C -3.2005 2.4307 4.1947
H 2.2868 2.9874 -7.8038
C -3.7397 -2.5476 -1.1789
W 0.3003 1.2117 -0.1208
H 1.7836 -3.6049 0.1128
H 1.0070 1.7831 -7.9108
H -1.4028 -1.2846 -0.4745
H 1.7449 -4.0193 -4.2081
C 1.8538 -1.9353 4.1577
H -4.9706 -4.9026 -3.1323
H 4.0716 2.2917 -2.9308
C 0.1680 2.7990 -5.5893
H 3.2750 -2.7539 0.5829
H 0.9083 -2.1113 -5.5705
C -2.3529 2.6506 2.9868
H 3.4081 2.0483 -5.0863
N -3.0106 -3.3842 -1.9574
C 2.8024 0.9239 1.8001
H -2.2709 -5.3079 -1.7364
H -3.4513 -5.3145 -3.9453
S 3.8948 1.1893 3.1554
H -2.1827 3.6354 -4.9627
C 1.0228 -2.0067 -4.4984
H 2.8539 1.8170 -1.7385
H -2.1531 2.7343 -3.4440
C 1.8637 2.1051 -7.3186
C 1.7877 -1.5067 -0.3435
C -3.2444 -4.8206 -1.8363
H -1.9776 -2.0983 -4.9679
Se 0.2456 3.4719 -1.4505
H -3.7974 -4.9761 -0.9136
O -0.3279 -0.0398 1.4715
C -2.2121 3.8702 2.3521
C 2.0533 2.6556 -3.5532
H -3.2902 -1.4484 -3.9887
H 2.6188 1.3192 -7.3524
C 1.4905 -3.0799 -3.7362
H -2.5213 2.6237 -1.0906
N 1.9009 -0.2986 0.1442
C -4.0808 1.1928 -1.5304
H -3.4277 -3.0715 -4.6722
C -1.5409 1.7787 2.2466
H -2.7302 0.5499 4.1314
O -1.8020 -0.4047 3.1177
H 2.0769 -3.7457 -1.8153
H -0.5729 2.8608 -6.3801
C 2.5096 -0.7728 4.5433
C 0.8470 -0.6574 -2.5044
N 2.6844 -0.2493 1.2936
N -0.9631 2.4272 1.2463
C -1.2238 0.3254 2.3231
H 3.2217 3.5101 -1.9604
C 0.7347 3.0320 -3.2670
N -1.8851 0.7006 -0.7562
H -1.7051 4.4335 -3.4557
C 0.7048 -0.8127 -3.8923
H 1.8063 -2.5048 1.5038
C 3.1117 2.5633 -2.4921
H 4.2033 -1.2003 3.2760
C 2.3889 2.3499 -4.8680
C -4.3824 -0.1577 -1.5813
C -1.6433 3.5057 -4.0246
C 3.8616 -0.4364 3.9712
C 1.6611 -2.9227 -2.3786
H 2.3886 0.9906 5.7581
O -3.2573 1.1989 4.6722
H 2.3337 -2.6014 3.4505
C -3.4058 -1.0785 -1.2290
H -4.2006 -6.4665 -2.8423
H -1.4620 -3.7964 -3.2506
C -2.0694 -2.9312 -2.9841
H -1.3751 -2.2026 -2.5679
C -2.1794 -0.6036 -0.8052
C 2.1902 -2.6764 0.4999
C 0.6449 -0.2376 5.9773
C -0.2154 3.1116 -4.2867
H 0.0927 -3.1439 4.3406
C -2.7353 -2.3568 -4.2274
H 4.6102 -0.3350 4.7590
C -0.0052 -1.3991 5.5806
H -5.3655 -0.5021 -1.8761
O -3.7908 3.3540 4.6937
H 0.1744 0.4296 6.6884
S 2.0062 2.3369 1.2023
C -2.8192 1.5828 -1.1186
H -0.9888 -1.6307 5.9680
N -1.3813 3.6926 1.3155
C 1.8929 0.0739 5.4608
H -2.6510 4.8248 2.5867
C 0.6026 -2.2486 4.6701
O 0.4407 0.4775 -1.9834
O -4.6393 -2.9110 -0.4408
H 0.3408 0.0394 -4.4541
C 1.4633 2.4148 -5.9011
H -4.8107 1.9417 -1.8031
C 1.3636 -1.7124 -1.7263
C -4.0108 -5.4064 -3.0130
*
```